18
Properties=species:S:1:pos:R:3:forces:R:3:lowdin_charge:R:1 method="wB97M-V/def2-TZVPD" largest_force_ev_per_a=0.31 homo_energy_ev=-7.292 lumo_energy_ev=1.05
C 2.132354 -0.263048 -1.529347 0.02 0.06 -0.03 -0.0594
C 1.468435 -0.488243 -0.189519 0.09 -0.25 -0.16 -0.2870
C 1.042008 0.560907 0.766691 0.00 0.18 -0.13 -0.0667
N 0.107578 0.008113 -0.009777 -0.20 -0.06 0.04 -0.1386
C -1.113732 -0.231318 -0.365111 0.11 0.05 0.01 -0.0714
C -2.242360 0.641076 0.108856 -0.07 -0.02 -0.29 -0.2554
O -1.984406 1.246062 1.354643 0.00 -0.13 0.24 -0.0730
H 1.799164 -0.983987 -2.284567 0.03 0.09 0.12 0.0718
H 3.214013 -0.386977 -1.410549 -0.14 0.02 -0.01 0.0755
H 1.948780 0.751158 -1.895209 -0.03 -0.11 0.04 0.0797
H 1.622152 -1.493716 0.217948 0.02 0.14 0.00 0.1249
H 1.251663 1.615368 0.876993 -0.03 -0.09 0.01 0.0955
H -0.001032 -0.776838 2.251478 -0.08 -0.08 0.08 0.0391
H -1.291507 -1.074318 -1.024748 0.07 0.11 0.07 0.1176
H -0.579563 -1.264694 2.277492 0.01 -0.03 0.07 0.0676
H -2.429817 1.470543 -0.583149 0.06 -0.06 0.01 0.1179
H -3.161874 0.036185 0.124369 0.13 0.06 0.03 0.1135
H -1.743111 0.548577 1.980142 0.01 0.14 -0.08 0.0486

15
Properties=species:S:1:pos:R:3:forces:R:3:lowdin_charge:R:1 method="wB97M-V/def2-TZVPD" largest_force_ev_per_a=4.75 homo_energy_ev=-8.626 lumo_energy_ev=-0.57
C 1.222970 -1.337714 -0.596892 1.32 -1.46 -1.28 -0.1923
C -0.252977 -0.891279 -0.510917 -2.00 -0.43 -0.32 -0.5982
C -0.479171 0.768787 2.147814 2.70 -3.00 -2.51 -0.8007
C -0.472375 0.454892 -1.327326 0.58 0.75 2.56 -0.8488
H 1.545730 -0.888585 -1.701631 -0.10 -1.19 3.16 0.0888
H 1.352778 -2.690420 -0.758065 -0.44 4.48 0.94 0.1633
H 1.824491 -0.902037 0.384540 -1.25 -1.33 -2.97 0.1023
H -0.979296 -1.578503 -1.101850 1.35 0.70 1.47 0.0988
H 0.706932 0.652015 2.132254 -2.64 1.15 0.50 0.0811
H -0.993850 0.906121 3.056374 -0.11 -0.32 1.50 -0.0044
H -0.456729 2.523421 -0.867990 0.57 -1.07 -0.27 0.0536
N -0.289476 1.603215 -0.413768 -1.63 0.15 -1.49 -0.3018
S -0.922177 -1.003492 1.435994 0.65 1.22 -1.57 0.6792
S -1.230056 1.934445 1.109501 0.92 -0.05 -1.84 0.8137
S -0.576795 0.449133 -2.988037 0.09 0.41 2.13 0.6655

72
Properties=species:S:1:pos:R:3:forces:R:3:lowdin_charge:R:1 method="wB97M-V/def2-TZVPD" largest_force_ev_per_a=0.46 homo_energy_ev=-10.987 charge=+1 lumo_energy_ev=-3.47
Zr -0.089167 1.147771 -1.519375 -0.22 0.03 -0.41 1.4343
O 3.619855 0.355303 -1.228445 0.03 -0.01 0.03 -0.2359
S 2.560122 1.064517 -0.600113 -0.02 -0.01 0.09 0.3480
O 2.858091 1.830552 0.587912 0.01 -0.02 -0.03 -0.3059
O 1.353754 0.141013 -0.312889 -0.04 0.02 0.00 -0.4820
O 1.812070 1.991568 -1.594851 -0.03 0.01 0.00 -0.5319
N 1.187931 4.218703 0.050516 -0.10 0.09 -0.03 0.2060
C 0.129045 4.467494 -0.715769 0.09 -0.05 -0.05 -0.4042
N -0.147970 5.753407 -0.925791 -0.02 0.01 0.03 0.1855
C -1.268202 6.016216 -1.579086 0.03 0.02 -0.01 -0.4217
N -1.551657 7.284399 -1.873217 0.00 -0.01 0.00 0.1951
N -2.177481 5.082430 -1.955435 -0.03 0.03 0.01 0.1906
C -1.810527 3.850304 -1.749223 -0.01 -0.07 -0.02 -0.2869
N -0.644412 3.438983 -1.200361 0.08 -0.08 0.06 0.0538
C -2.792055 2.798194 -2.130448 0.05 0.00 0.02 -0.2181
C -4.061358 3.137653 -2.561671 -0.01 0.05 0.00 0.0209
C -4.944263 2.122782 -2.889084 0.00 -0.03 0.00 -0.0172
C -4.524798 0.808022 -2.778501 -0.02 0.04 -0.02 -0.0170
C -3.234126 0.554620 -2.353351 0.01 -0.03 0.01 -0.1132
N -2.384104 1.529810 -2.029142 0.05 -0.04 0.04 -0.0612
H 1.732683 5.029238 0.298006 0.01 -0.03 0.01 0.1304
H 1.634457 3.314517 0.146789 0.01 0.03 0.03 0.0412
H -0.892175 8.004966 -1.638284 0.00 0.00 0.00 0.1198
H -2.381057 7.501260 -2.396031 0.00 -0.01 0.01 0.1177
H -4.327436 4.181116 -2.636830 0.00 -0.02 0.00 0.1177
H -5.943119 2.356409 -3.231112 -0.01 0.00 0.00 0.1210
H -5.177894 -0.014552 -3.030952 0.00 -0.01 0.00 0.1182
H -2.852402 -0.454159 -2.286578 0.00 0.03 0.01 0.1085
C 4.407282 -4.779586 -0.230896 -0.02 0.00 0.00 -0.0259
C 3.104183 -4.095280 -0.508770 0.01 0.02 -0.03 -0.2150
C 1.987941 -4.322609 0.296383 0.00 -0.03 0.00 0.0078
C 0.783570 -3.701909 0.048701 -0.09 0.04 -0.03 -0.1741
C -0.386374 -4.006165 0.950492 0.04 0.03 -0.01 -0.0271
C 0.703195 -2.772051 -1.028142 0.02 -0.09 0.05 -0.1052
C -0.482286 -1.999835 -1.110213 0.01 -0.07 0.10 -0.1147
O -0.644547 -0.931075 -1.741642 0.01 0.16 -0.05 -0.2257
C 1.812833 -2.580206 -1.894333 0.04 -0.01 -0.02 -0.1627
C 1.761984 -1.733355 -3.128713 0.00 0.01 0.04 -0.0462
C 2.985342 -3.248754 -1.607013 0.01 -0.01 -0.01 0.0183
H 4.408986 -5.266676 0.741711 0.00 0.00 0.01 0.0806
H 5.229708 -4.065600 -0.270949 0.01 0.00 0.00 0.0930
H 4.600267 -5.538693 -0.991344 0.00 0.00 -0.01 0.0974
H 2.067832 -5.009543 1.130084 0.01 -0.01 0.01 0.1208
H -0.114352 -4.788639 1.656030 0.02 0.00 0.00 0.0840
H -1.252954 -4.359029 0.389684 -0.01 0.00 -0.01 0.0936
H -0.685249 -3.130942 1.527516 -0.03 0.02 0.03 0.0673
H -1.344990 -2.346414 -0.532651 0.01 0.00 0.01 0.1401
H 0.785339 -1.733491 -3.606289 0.00 0.01 0.02 0.0622
H 2.503915 -2.084172 -3.844413 0.00 0.00 0.01 0.0988
H 2.028243 -0.700967 -2.892655 -0.01 0.00 -0.03 0.0401
H 3.838466 -3.105508 -2.259051 0.01 0.01 0.00 0.1363
I -0.048991 1.370491 -4.332947 -0.03 0.01 0.11 0.2765
C 0.801415 -3.381521 5.006683 -0.01 0.03 0.01 -0.0334
C 0.485235 -2.178631 4.165126 0.01 -0.01 0.01 -0.2588
C 1.498241 -1.421369 3.587000 -0.04 -0.02 -0.01 -0.0083
C 1.205447 -0.301142 2.823192 0.02 0.03 -0.03 -0.0526
C -0.122188 0.057913 2.635631 0.03 0.01 0.00 -0.3871
C -1.155058 -0.690779 3.192578 -0.06 0.02 0.01 -0.0645
C -0.844223 -1.796173 3.958337 0.03 -0.02 -0.02 -0.0391
S -0.401585 1.487769 1.642611 0.08 -0.12 0.15 1.0165
C -1.660712 2.342526 2.562716 -0.03 0.05 -0.07 -0.2004
O -1.178014 1.024925 0.383400 0.07 0.01 -0.02 -0.6281
H 1.829507 -3.707682 4.863064 0.01 -0.01 -0.01 0.0813
H 0.133783 -4.210830 4.773060 0.00 -0.01 -0.01 0.0833
H 0.670381 -3.149034 6.064919 0.00 0.00 0.01 0.0934
H 2.531345 -1.710334 3.729212 0.02 0.00 0.01 0.1244
H 1.994235 0.282510 2.364308 0.00 0.01 0.01 0.1009
H -2.191151 -0.422419 3.032345 -0.01 0.00 -0.01 0.1130
H -1.640839 -2.381268 4.401202 -0.01 0.00 0.00 0.1251
H -2.542655 1.717525 2.675013 -0.01 -0.02 0.00 0.0613
H -1.899261 3.232686 1.982991 -0.03 0.02 0.03 0.0601
H -1.247054 2.622801 3.529349 0.01 -0.01 0.02 0.0791

Record order is preserved below.
Orbital gap: 0.3066; 0.2962; 0.2764 Eh
Record order is preserved below.
Energy above the lowest of the compared OMol25 structures with the same formula, charge and spin: 125.9; 84.5; 7.9 kcal/mol